{"formula": "C31H30ClLiN5O3PSSe", "method": "ωB97M-V/def2-TZVPD", "homo_lumo_gap_ev": 7.549, "lumo_ha": 0.0092, "homo_ev": -7.30, "total_charge": 0, "multiplicity": 1, "largest_force_ev_per_a": 0.38, "total_energy_ha": -5307.68968, "e_above_lowest_kcal_mol": 0.2, "species": ["Li", "Cl", "C", "C", "C", "C", "C", "C", "P", "C", "C", "C", "C", "C", "C", "C", "C", "C", "C", "C", "C", "H", "H", "H", "H", "H", "H", "H", "H", "H", "H", "H", "H", "H", "H", "N", "C", "C", "N", "C", "C", "N", "H", "H", "H", "H", "H", "C", "S", "O", "O", "O", "H", "H", "H", "C", "N", "C", "Se", "N", "C", "C", "C", "C", "C", "C", "H", "H", "H", "H", "H", "H", "H", "H"], "xyz": [[-0.61556, 1.47407, 2.15060], [1.71057, 1.72784, 3.38352], [3.04808, 1.41233, 2.29579], [4.30177, 1.84189, 2.69807], [5.38958, 1.61372, 1.87093], [5.21633, 0.96317, 0.65708], [3.95386, 0.54096, 0.27345], [2.84060, 0.75393, 1.08579], [1.15508, 0.21346, 0.61161], [1.31368, 0.08687, -1.20084], [1.46489, -1.11380, -1.89114], [1.59374, -1.11179, -3.27297], [1.59468, 0.08765, -3.97113], [1.44275, 1.28728, -3.28945], [1.28524, 1.28530, -1.91205], [1.15057, -1.52692, 1.16955], [2.17461, -2.10626, 1.91085], [2.04831, -3.40819, 2.38470], [0.90258, -4.14118, 2.11797], [-0.12452, -3.57058, 1.37475], [-0.00215, -2.27209, 0.91175], [4.41604, 2.35259, 3.64397], [6.37116, 1.95114, 2.17596], [6.06342, 0.78764, 0.00764], [3.81964, 0.04036, -0.67738], [1.48147, -2.05318, -1.35358], [1.69999, -2.04952, -3.80318], [1.70825, 0.08479, -5.04845], [1.41700, 2.23177, -3.81896], [1.12506, 2.22883, -1.39996], [3.07812, -1.54739, 2.12138], [2.85581, -3.85033, 2.95519], [0.80667, -5.15460, 2.48633], [-1.02501, -4.13479, 1.16857], [-0.81040, -1.82568, 0.34461], [-0.49364, -3.04322, 5.24268], [-1.20101, -2.21742, 4.39970], [-0.64082, -1.02159, 3.92179], [-1.32170, -0.20550, 3.14162], [-2.58344, -0.54061, 2.83716], [-3.12408, -1.71684, 3.31690], [-2.44136, -2.56485, 4.08510], [0.50805, -3.03336, 5.14399], [-0.89602, -3.96079, 5.34988], [0.37643, -0.74628, 4.17645], [-3.15080, 0.14551, 2.22252], [-4.14302, -1.99197, 3.07293], [-2.48927, 4.56781, 1.00766], [-2.54723, 2.99898, 1.80793], [-3.91475, 2.73818, 2.17295], [-2.00387, 2.00764, 0.83125], [-1.58566, 3.03521, 2.92002], [-3.13057, 4.53024, 0.13034], [-1.46630, 4.77430, 0.70592], [-2.84911, 5.30832, 1.71831], [-1.30876, 2.15648, -5.35171], [-1.60673, 1.66138, -4.02906], [-1.59386, 2.39641, -2.87930], [-1.14750, 4.16423, -2.70999], [-1.91857, 1.55399, -1.87543], [-2.09455, 0.27301, -2.35918], [-2.41175, -0.91733, -1.72817], [-2.48509, -2.05295, -2.52277], [-2.26505, -1.99191, -3.90038], [-1.97145, -0.79182, -4.53445], [-1.89007, 0.33623, -3.73564], [-1.02434, 3.20210, -5.26272], [-2.18413, 2.06980, -5.99640], [-0.48490, 1.58424, -5.78196], [-1.88077, 1.78593, -0.87440], [-2.61000, -0.94662, -0.66438], [-2.72825, -3.00477, -2.06869], [-2.33534, -2.89756, -4.48790], [-1.81262, -0.74390, -5.60351]], "mulliken_charge": [1.1755, -0.2312, 1.1613, -0.7864, -0.4391, -0.8725, -0.0310, -0.9479, 0.5850, 0.2110, -0.0935, -0.8873, -0.5650, -0.6916, -0.5347, 0.8497, -0.6064, -0.7482, -0.7723, -0.5070, -0.1063, 0.4685, 0.3891, 0.4123, 0.4441, 0.4613, 0.4134, 0.4500, 0.4376, 0.4380, 0.3696, 0.4112, 0.4049, 0.4665, 0.1483, -0.4960, 0.1638, -0.1779, 0.1132, -0.1773, -0.5754, -0.6517, 0.2446, 0.2944, 0.4094, 0.4865, 0.4111, -0.9639, 1.4272, -0.6930, -1.0758, -0.8661, 0.2980, 0.2461, 0.3988, -1.0266, 0.3114, -0.3306, -0.2587, 0.5552, 0.4631, -0.8040, -0.4156, -0.7716, -0.6710, 0.2256, 0.2914, 0.3495, 0.3355, 0.1636, 0.5847, 0.4346, 0.3782, 0.4921]}

{"formula": "C6H10O", "method": "ωB97M-V/def2-TZVPD", "smiles": "C=C(C)CC(C)=O", "homo_lumo_gap_ev": 10.155, "lumo_ha": 0.0322, "homo_ev": -9.28, "total_charge": 0, "multiplicity": 1, "largest_force_ev_per_a": 4.10, "total_energy_ha": -309.80847, "e_above_lowest_kcal_mol": 21.3, "species": ["C", "C", "C", "C", "C", "C", "O", "H", "H", "H", "H", "H", "H", "H", "H", "H", "H"], "xyz": [[-0.33858, -0.28468, 0.20113], [-1.75969, -1.11873, -1.92416], [0.98275, 0.27338, 2.27918], [-0.70179, -0.14757, -1.44481], [0.79291, 0.52740, 0.65832], [1.62748, 1.35970, 0.03974], [-0.23045, 0.67066, -2.22059], [-0.12928, -1.34829, 0.34889], [-1.26227, 0.00832, 0.70833], [-1.42225, -2.14268, -1.74699], [-1.93721, -0.98629, -2.99554], [-2.69180, -0.93229, -1.38525], [0.27655, -0.45290, 2.68846], [1.99616, -0.09948, 2.44554], [0.83480, 1.22819, 2.78888], [1.55080, 1.56645, -1.02298], [2.41186, 1.87880, 0.58185]], "nbo_charge": [-0.5346, -0.7270, -0.6461, 0.6202, 0.0174, -0.4090, -0.5432, 0.2278, 0.2322, 0.2285, 0.2368, 0.2315, 0.2038, 0.2179, 0.2180, 0.2294, 0.1966]}